P.
Entry from the Open Molecules 2025 dataset: one molecule with the formula C5H11NO (wB97M-V/def2-TZVPD).

Results
* HOMO level: -0.3403 Eh
* frontier orbital gap: 10.10 eV

```
! wB97M-V def2-TZVPD RIJCOSX def2/J DEFGRID3
* xyz 0 1
C -0.4419 -2.1001 -1.6271
N 0.4409 -1.4282 -0.6211
C 1.3904 1.6634 1.3929
C 0.8803 0.2653 1.1192
C 0.2654 -0.0083 -0.2637
C -1.2069 0.4298 -0.2839
O -1.5962 1.3077 0.4429
H -1.4803 -1.8389 -1.4139
H -0.2422 -1.8160 -2.6576
H -0.3704 -3.1441 -1.3404
H 1.3435 -1.4934 -1.0653
H 1.6019 1.9583 2.4158
H 2.2953 1.8541 0.8053
H 0.7398 2.4517 0.9856
H 1.8105 -0.3167 1.0230
H 0.2405 -0.2678 1.8194
H 0.7945 0.6027 -1.0006
H -1.9020 -0.0654 -0.9828
*
```



Q.
Entry from the Open Molecules 2025 dataset: one molecule with the formula C5H11NO (wB97M-V/def2-TZVPD).

Results
* HOMO level: -0.3365 Eh
* frontier orbital gap: 10.06 eV

```
! wB97M-V def2-TZVPD RIJCOSX def2/J DEFGRID3
* xyz 0 1
C -2.1432 0.5625 -0.6291
C -1.3861 -0.5218 0.1317
N 0.0338 -0.2235 0.2813
C 0.4029 0.5633 1.4394
C 0.8667 -0.5967 -0.7405
O 0.4295 -1.1548 -1.7384
C 2.3605 -0.3590 -0.5871
H -3.2067 0.3106 -0.7085
H -1.7336 0.6558 -1.6392
H -2.0650 1.5334 -0.1263
H -1.4660 -1.4728 -0.3986
H -1.8029 -0.6542 1.1378
H 0.1106 0.0458 2.3616
H 1.4781 0.7320 1.4765
H -0.0958 1.5427 1.4285
H 2.8061 -0.4782 -1.5757
H 2.7926 -1.1137 0.0827
H 2.6184 0.6287 -0.1959
*
```



Name the most stable of them. Q.



P.
Entry from the Open Molecules 2025 dataset: one molecule with the formula C5H11NO (wB97M-V/def2-TZVPD).

Results
* HOMO level: -0.3442 Eh
* frontier orbital gap: 10.13 eV

```
! wB97M-V def2-TZVPD RIJCOSX def2/J DEFGRID3
* xyz 0 1
C 1.1825 -1.4497 -1.5779
N 1.5243 -0.2348 -0.7319
C 0.9695 0.7093 0.0851
C -0.6066 0.5332 0.1209
C -1.1842 1.7355 1.0826
C -0.9374 -0.7389 0.7377
O 1.4638 1.5755 0.7840
H 2.1239 -1.7144 -1.9528
H 0.8847 -2.3567 -0.8890
H 0.2860 -1.3263 -2.2676
H 2.4841 -0.0143 -1.0477
H -0.9363 0.5321 -0.9751
H -1.0778 2.7798 0.6202
H -0.8835 1.8014 2.1412
H -2.2341 1.6176 1.1011
H -0.7495 -1.6059 0.1384
H -0.4255 -0.9802 1.6730
H -1.8838 -0.8633 0.9578
*
```



Q.
Entry from the Open Molecules 2025 dataset: a 2-piece molecular cluster, C5H11NO overall (wB97M-V/def2-TZVPD).

Results
* HOMO level: -0.3583 Eh
* frontier orbital gap: 10.89 eV

```
! wB97M-V def2-TZVPD RIJCOSX def2/J DEFGRID3
* xyz 0 1
C -1.4623 -1.4700 0.1803
C -1.7602 -0.2695 -0.6640
C -2.5108 0.7683 -0.2911
N 1.4677 0.0951 -0.0424
C 2.7340 -0.6044 -0.0420
C 1.4881 1.3367 0.1901
O 0.3922 2.0994 0.2378
H -1.8923 -1.3706 1.1824
H -1.8668 -2.3787 -0.2816
H -0.3771 -1.5852 0.2698
H -1.3066 -0.2618 -1.6560
H -0.3809 1.5206 0.0743
H -2.6977 1.6071 -0.9576
H -2.9809 0.8047 0.6903
H 2.7106 -1.4008 0.7105
H 2.8921 -1.0825 -1.0151
H 3.5991 0.0442 0.1701
H 2.3909 1.9301 0.3773
*
```



R.
Entry from the Open Molecules 2025 dataset: a 2-piece molecular cluster, C5H11NO overall (wB97M-V/def2-TZVPD).

Results
* HOMO level: -0.3112 Eh
* frontier orbital gap: 9.20 eV

```
! wB97M-V def2-TZVPD RIJCOSX def2/J DEFGRID3
* xyz 0 1
N 2.3360 1.6233 0.0976
C 1.0584 1.2246 0.7945
C -2.7082 0.4093 -2.1916
C -1.7010 -0.1002 -1.4479
C -1.0259 0.6969 -0.5039
C 0.2472 0.4844 -0.2920
H 3.1730 1.5476 0.7657
H 2.6527 1.2785 -0.7589
H 0.4935 2.1138 1.3072
H 1.1936 0.2524 1.5227
H -3.0899 -0.0280 -3.1907
H -3.1363 1.3554 -1.9942
H -1.2684 -1.0616 -1.6551
H -1.4048 1.4961 0.1954
H 0.9266 -0.2347 -0.7205
H 0.2771 -3.2579 2.3422
H 0.8336 -4.2672 3.1557
O 1.1427 -3.5326 2.5739
*
```



S.
Entry from the Open Molecules 2025 dataset: C5H11NO as an isolated structure (wB97M-V/def2-TZVPD).

Results
* HOMO level: -0.2830 Eh
* frontier orbital gap: 8.53 eV

```
! wB97M-V def2-TZVPD RIJCOSX def2/J DEFGRID3
* xyz 0 1
C 0.5725 0.1746 -0.0948
C -1.5559 0.9767 -0.0710
C 1.0730 0.6398 1.2494
C -0.5466 -0.6542 -0.1672
N 1.0644 0.8160 -1.2084
C -1.2997 -1.7039 0.0254
O 1.4100 -1.6840 -0.1447
H 1.5261 -1.9785 -1.0566
H 1.9942 1.1935 -1.1111
H 0.6868 0.6135 -2.1210
H 2.0654 0.2049 1.3668
H -1.9814 0.9721 -1.0705
H -1.0988 1.9417 0.1252
H -2.2785 0.7590 0.7096
H 1.1308 1.7286 1.2869
H 0.4437 0.2839 2.0600
H -2.3761 -1.6133 0.1016
H -0.8298 -2.6707 0.1205
*
```



Name the most stable of them. Q.



P.
Entry from the Open Molecules 2025 dataset: a 3-piece molecular cluster, C5H13NO2 overall (wB97M-V/def2-TZVPD).

Results
* HOMO level: -0.2649 Eh
* frontier orbital gap: 3.45 eV

```
! wB97M-V def2-TZVPD RIJCOSX def2/J DEFGRID3
* xyz 0 1
N -0.2921 -2.1764 -0.6159
C -0.8720 -0.9602 -1.1757
C -1.2079 2.4280 0.8589
C -0.9048 2.4920 -0.4723
C -0.2604 1.5576 -1.3061
C 0.1087 0.1881 -0.8623
H 1.5680 -1.1554 1.6451
H -0.7764 -3.0555 -0.4424
H -1.8430 -0.6415 -0.7434
H -1.0981 -1.1144 -2.2574
H -1.5882 3.3887 1.2580
H 0.3317 0.2002 0.2779
H -1.3931 3.2829 -1.0112
H -0.2239 1.7321 -2.3685
H 1.1665 -0.0422 -1.2924
H 1.4967 -0.6526 3.1416
H -0.8102 1.6309 1.5459
O 0.9688 -0.7537 2.3623
H 0.6364 -2.1851 -0.1026
H 2.8590 -2.3322 0.9959
O 2.1341 -1.8312 0.5646
*
```



Q.
Entry from the Open Molecules 2025 dataset: one molecule with the formula C5H13NO2 (wB97M-V/def2-TZVPD).

Results
* HOMO level: -0.3274 Eh
* frontier orbital gap: 9.81 eV

```
! wB97M-V def2-TZVPD RIJCOSX def2/J DEFGRID3
* xyz 0 1
C 0.8424 0.6379 2.4984
N 1.1538 0.5661 1.0845
C -0.0103 0.4464 0.2096
C 0.4339 0.3422 -1.2873
C 0.3202 -1.0196 -1.9863
O -0.3257 1.3177 -2.0306
C -0.9820 -0.6885 0.6229
O -2.3141 -0.4590 0.1073
H -0.1107 1.1812 2.6986
H 1.6621 1.2818 2.8990
H 0.9363 -0.3058 3.0341
H 1.8052 -0.1782 0.9086
H -0.6163 1.4343 0.2296
H 1.5019 0.6467 -1.4041
H -0.1136 -1.7881 -1.3493
H 1.2565 -1.3796 -2.4037
H -0.3161 -0.9782 -2.8681
H -0.9933 0.9534 -2.6171
H -0.8551 -1.7397 0.3093
H -1.0136 -0.6513 1.7157
H -2.2613 0.3804 -0.3713
*
```



R.
Entry from the Open Molecules 2025 dataset: a 2-piece molecular cluster, C5H13NO2 overall (wB97M-V/def2-TZVPD).

Results
* HOMO level: -0.3497 Eh
* frontier orbital gap: 10.26 eV

```
! wB97M-V def2-TZVPD RIJCOSX def2/J DEFGRID3
* xyz 0 1
C 0.7136 -1.9116 0.3510
C -0.6461 -2.5075 0.5935
C 0.6552 -0.9437 -0.7912
N 0.7383 0.4243 -0.6828
C 0.5619 1.0860 0.5806
C -0.9296 1.4344 0.9994
O 0.4967 -1.3497 -1.9479
H 1.2981 -1.4579 1.1457
H 1.3067 -2.6198 -0.2683
H -1.0565 -2.8115 -0.3716
H -0.6808 -3.3489 1.2760
H -1.2532 -1.7328 1.0977
H 0.6505 0.9990 -1.5026
H 0.8556 0.4246 1.3995
H 1.1308 1.9995 0.7566
H -1.6306 0.6106 0.9293
H -1.3462 2.3454 0.5566
H -0.6853 1.6853 2.0455
H -0.3639 2.0336 -2.5679
H 0.1287 2.7822 -1.3227
O 0.0561 2.8585 -2.2764
*
```



Name the most stable of them. R.



P.
Entry from the Open Molecules 2025 dataset: a 2-piece molecular cluster, C5H13NO2 overall (wB97M-V/def2-TZVPD).

Results
* HOMO level: -0.3434 Eh
* frontier orbital gap: 9.98 eV

```
! wB97M-V def2-TZVPD RIJCOSX def2/J DEFGRID3
* xyz 0 1
C -2.2037 1.3573 0.1011
N -1.1772 0.3432 0.4105
C 1.8706 0.0556 1.4753
C 1.1747 -0.5091 0.2518
C 0.1868 0.5072 -0.2794
C 0.0025 0.5059 -1.7176
O 0.9347 0.4324 -2.5082
H -3.0721 1.2176 0.6657
H -2.1803 1.5153 -0.9089
H -1.8188 2.3517 0.5780
H -0.9379 0.1866 1.3550
H 1.7596 -0.6795 2.3272
H 1.3930 0.9876 1.9362
H 2.9236 0.3711 1.3719
H 0.7327 -1.4714 0.3345
H 2.0529 -0.7849 -0.5020
H 0.6114 1.5332 0.0501
H -1.0754 0.1936 -2.1820
H 0.3586 -2.9070 -0.8080
H -0.9884 -2.1692 -0.8432
O -0.5473 -3.0373 -1.1080
*
```



Q.
Entry from the Open Molecules 2025 dataset: a 2-piece molecular cluster, C5H13NO2 overall (wB97M-V/def2-TZVPD).

Results
* HOMO level: -0.3559 Eh
* frontier orbital gap: 10.43 eV

```
! wB97M-V def2-TZVPD RIJCOSX def2/J DEFGRID3
* xyz 0 1
C 0.8597 1.0311 0.3660
N 0.0580 -0.0528 0.0188
C -1.9613 1.6349 -0.9090
C -2.3994 0.4063 0.0126
C -1.2042 -0.4121 0.5840
C -1.3600 -1.9287 0.2960
O 0.8790 1.2132 1.5516
H 1.6212 1.4442 -0.3860
H 0.0505 -0.1024 -1.0264
H -1.8239 1.4151 -2.0283
H -2.6868 2.4975 -1.0365
H -1.0410 2.1494 -0.4969
H -2.9952 0.8549 0.7735
H -3.3211 -0.0806 -0.3571
H -1.1733 -0.1329 1.6501
H -0.3608 -2.2454 0.4872
H -1.5612 -2.2881 -0.7141
H -2.0406 -2.3707 1.0206
H 6.2832 -1.4585 -0.2016
H 7.1485 -0.7398 0.6666
O 7.0287 -0.8346 -0.2711
*
```



Name the most stable of them. Q.



P.
Entry from the Open Molecules 2025 dataset: a 3-piece molecular cluster, C5H13NO2 overall (wB97M-V/def2-TZVPD).

Results
* HOMO level: -0.2780 Eh
* frontier orbital gap: 7.96 eV

```
! wB97M-V def2-TZVPD RIJCOSX def2/J DEFGRID3
* xyz 0 1
C -2.3587 0.9186 0.1829
N -1.1912 0.4137 -0.5281
C -0.0345 1.1611 -0.8586
C 0.0648 2.4944 -0.9798
C 2.4087 0.7460 -0.7847
C 1.1412 0.3207 -0.8316
H -3.0252 1.2370 -0.6275
H -2.8763 0.0858 0.6821
H -2.1155 1.8527 0.7174
H -0.9431 -0.5130 -0.2026
H -0.7429 3.2161 -0.9352
H 0.9579 3.0669 -1.2185
H 2.8421 1.7228 -0.7655
H 3.1601 -0.0123 -1.0057
H 0.9958 -0.7510 -0.9720
H -0.3653 -2.3610 3.0314
H 1.2158 -2.3306 2.7211
O 0.3498 -2.6332 2.4463
H -0.0331 -2.9101 0.8096
H 0.3751 -3.1640 -0.7988
O 0.1746 -2.5606 -0.0822
*
```



Q.
Entry from the Open Molecules 2025 dataset: a 2-piece molecular cluster, C5H13NO2 overall (wB97M-V/def2-TZVPD).

Results
* HOMO level: -0.3397 Eh
* frontier orbital gap: 10.02 eV

```
! wB97M-V def2-TZVPD RIJCOSX def2/J DEFGRID3
* xyz 0 1
C 0.6554 -1.3549 1.6707
N 0.1771 -0.9950 0.2915
C -1.3002 -0.8885 0.3597
C 2.2502 0.2348 -0.2144
C 0.7603 0.2480 -0.2043
C 0.3276 0.3523 -1.6850
O -0.1296 1.3714 -2.1516
H 1.6862 -1.1218 1.8878
H -0.1398 -0.9389 2.3253
H 0.5261 -2.4401 1.8609
H -1.7725 -0.0981 -0.2148
H -1.6759 -0.5757 1.3400
H -1.6558 -1.8829 0.1262
H 2.7701 0.9830 -0.7954
H 2.6864 -0.7531 -0.4537
H 2.4970 0.3659 0.8348
H 0.3317 1.1406 0.3411
H 0.2877 -0.5315 -2.3430
H -2.5462 1.5973 -1.1620
H -2.5435 2.9906 -0.8173
O -3.1925 2.2966 -0.9964
*
```



R.
Entry from the Open Molecules 2025 dataset: a 2-piece molecular cluster, C5H13NO2 overall (wB97M-V/def2-TZVPD).

Results
* HOMO level: -0.3485 Eh
* frontier orbital gap: 10.32 eV

```
! wB97M-V def2-TZVPD RIJCOSX def2/J DEFGRID3
* xyz 0 1
O -2.9208 -0.4576 -0.1107
C -2.2181 0.3380 0.3544
C -0.6397 0.2165 0.3206
C -0.0047 -0.3427 1.5549
C 1.4935 -0.5595 1.4258
C 2.0361 -1.4933 0.2765
N -0.1071 1.5642 -0.0061
H -2.4266 1.3701 0.7832
H -0.3916 -0.3902 -0.7902
H -0.2854 -1.4208 1.8012
H -0.2125 0.0427 2.6357
H 1.9475 0.4705 1.3778
H 1.8742 -1.1542 2.2733
H 3.1216 -1.0927 0.1594
H 2.1496 -2.4494 0.7447
H 1.4581 -1.3122 -0.6276
H -0.2917 2.1558 0.7399
H 0.8543 1.7418 -0.3503
H 1.5011 -0.2738 -3.1630
H 0.6226 0.9628 -2.7246
O 1.2740 0.6384 -3.1906
*
```



S.
Entry from the Open Molecules 2025 dataset: a 3-piece molecular cluster, C5H13NO2 overall (wB97M-V/def2-TZVPD).

Results
* HOMO level: -0.2769 Eh
* frontier orbital gap: 8.21 eV

```
! wB97M-V def2-TZVPD RIJCOSX def2/J DEFGRID3
* xyz 0 1
C -1.4927 -1.2371 -0.1244
C -0.6163 0.6226 -0.9589
C -1.3023 1.6365 -0.0611
O -1.3696 -1.0020 1.2560
O -1.0177 -2.2875 -0.5937
H -1.1262 -1.8544 1.6435
H 0.6615 -2.2236 -0.1524
H -2.4180 -0.8011 -0.5081
H 0.2340 1.1121 -1.4327
H -1.2002 0.3185 -1.8279
H -2.3352 1.3605 0.1602
H -1.3161 2.6380 -0.5057
H -0.7984 1.7151 0.9065
C 2.0172 0.7650 0.4270
C 1.4244 -0.3876 -0.3106
N 1.3341 -1.5651 0.2990
H 1.2412 -1.5250 1.3064
H 1.5588 -0.4538 -1.3823
H 1.9157 1.6893 -0.1373
H 1.5229 0.8900 1.3927
H 3.0830 0.5897 0.6037
*
```



Name the most stable of them. Q.